1.
The following is a quantum chemistry calculation of the molecule C6H10N2 at a distorted geometry, from the OMol25 dataset.

```
18
Properties=species:S:1:pos:R:3:forces:R:3
N 0.5996 1.3115 2.1414 0.7870 0.9881 0.3441
N -1.6459 1.7031 0.0544 -0.3814 -0.0263 0.1505
C 0.5812 -0.9753 0.5329 -2.3235 2.3219 0.6990
C -0.5721 -0.8817 -1.9329 -0.0718 0.0955 -0.0254
C -0.3379 -0.3571 -0.5617 -0.2741 -0.5974 0.5493
C -0.8444 0.6191 0.1920 1.5221 0.2016 0.4066
C -0.0569 0.3119 1.5129 -1.6866 -3.8314 -1.8568
C 1.9317 -0.7698 0.2014 2.2113 -0.3208 -0.3223
H -1.5311 2.4302 0.7498 -0.3768 -0.0735 -0.5772
H 2.4438 -1.4749 -0.4428 0.1129 0.0906 0.0066
H -1.0790 -1.8531 -1.9071 0.0123 0.0730 -0.0309
H -0.7759 -0.2216 2.1634 0.1736 0.5290 0.1493
H -1.1863 -0.1914 -2.5166 0.0139 -0.0787 -0.0316
H 0.2790 -1.9839 0.8358 0.0919 0.1194 0.2223
H 0.3723 -1.0203 -2.4678 -0.0468 0.0225 0.0352
H -2.1859 1.7995 -0.7919 0.1047 0.4410 0.3696
H 1.5122 1.4596 1.7079 0.1650 0.0196 -0.0290
H 2.4955 0.0943 0.5288 -0.0336 0.0259 -0.0593
```
Forces are in eV/Å.

## Properties
Energy, Ha: -343.94079
E_HOMO (spin up / spin down), eV: -7.3 / -7.9
ΔE to the lowest compared entry with this formula, charge and spin, eV: 5.331
Gap between HOMO and LUMO (spin up / spin down), Eh: 0.246 / 0.307

2.
The following is a quantum chemistry calculation of the molecule C6H10N2 at a distorted geometry, from the OMol25 dataset.

```
18
Properties=species:S:1:pos:R:3:forces:R:3
N 0.8827 -0.7343 1.9186 0.1624 -0.1733 0.2249
N -1.4533 -1.0591 1.3072 0.3959 0.1726 -0.4809
C -1.0626 -0.4439 -1.5541 0.0749 0.4331 -0.6593
C -0.0539 -0.5761 0.8505 -0.5978 -0.8754 -0.0676
C 0.2346 0.4524 -0.1253 0.0385 0.0309 -0.0835
C 0.3205 0.0674 -1.5650 -0.0990 0.1086 0.1281
C 0.5566 1.8470 0.2982 -0.2753 0.1496 -0.0711
C -0.8981 -1.7213 0.3815 0.6419 0.1980 1.1389
H -1.8866 0.2544 -1.5448 0.1017 0.1738 -0.0135
H 0.4830 0.9396 -2.2044 0.0424 -0.0230 0.0584
H -0.1385 2.5461 -0.1831 0.0897 0.0347 0.0364
H 0.4672 1.9904 1.3747 -0.0530 -0.0487 -0.0097
H 1.5664 2.1452 -0.0099 -0.0450 -0.0348 -0.0638
H 1.6632 -0.0942 1.9138 -0.0966 0.0069 -0.1699
H -1.3083 -1.4093 -1.9749 0.0078 -0.2123 0.3048
H 1.0891 -0.6769 -1.7853 -0.1062 -0.0142 0.0023
H 0.4604 -0.7660 2.8383 -0.0968 0.0019 -0.1439
H -0.9223 -2.7613 0.0639 -0.1854 0.0714 -0.1305
```
Forces are in eV/Å.

## Properties
Energy, Ha: -343.92732
E_HOMO (spin up / spin down), eV: -7.6 / -7.3
ΔE to the lowest compared entry with this formula, charge and spin, eV: 5.698
Gap between HOMO and LUMO (spin up / spin down), Eh: 0.292 / 0.272

3.
The following is a quantum chemistry calculation of a structure of composition C6H10N2 at a distorted geometry, from the OMol25 dataset.

```
18
Properties=species:S:1:pos:R:3:forces:R:3
N -0.1515 -0.3079 -1.4539 4.3608 -2.4271 -1.5809
N -0.0542 0.6177 1.0685 1.3467 3.0789 4.3389
C 0.3443 -1.1803 -0.3664 -2.8890 -2.3351 2.2144
C 0.1774 1.1282 -0.9112 4.6977 -0.0288 -2.5359
C -0.6309 1.6414 0.1432 -7.1373 -0.8809 2.1502
C -0.4383 -0.6545 0.7733 -4.2574 -3.7204 -5.7420
C -0.5578 -2.1859 0.6514 4.2839 2.1757 0.1642
C 1.1661 0.9281 0.3144 -0.0915 4.8883 1.1362
H 1.9550 0.2634 0.2836 1.6458 -1.0558 0.1486
H 1.3997 -1.4263 -0.2018 -0.4143 0.1810 -0.4889
H 0.2224 -2.7726 1.1287 -0.2323 -0.4038 0.1649
H -1.7501 1.3037 0.0766 1.4263 1.2061 -0.1557
H -1.3765 -2.7103 0.2706 -1.5581 -0.3020 -0.0399
H 1.4812 2.0051 0.8483 -0.1908 -2.7779 -1.9385
H -1.4204 -0.6872 -0.0889 1.2035 1.6837 3.1288
H 0.4818 1.8921 -1.6509 -0.2252 -0.9454 -0.3704
H 0.6750 -0.8467 -2.0548 -2.3647 3.5526 -0.0748
H -0.5933 2.7477 0.4586 0.3958 -1.8889 -0.5192
```
Forces are in eV/Å.

## Properties
Energy, Ha: -343.78143
E_HOMO, eV: -7.6
ΔE to the lowest compared entry with this formula, charge and spin, eV: 9.668
Gap between HOMO and LUMO, Eh: 0.315

4.
The following is a quantum chemistry calculation of a structure of composition C6H10N2 at a distorted geometry, from the OMol25 dataset.

```
18
Properties=species:S:1:pos:R:3:forces:R:3
N -1.7528 -0.3519 -1.1711 -1.4541 1.1867 1.0503
N -1.5992 -0.2657 1.0707 -0.5380 4.5609 3.3655
C 0.4373 0.0001 -0.0469 3.7682 -0.8009 -2.5669
C -0.5290 -0.9346 -0.8139 2.3017 -1.5463 -0.8966
C 1.8572 -0.5809 -0.0794 3.3542 -2.3308 -1.1164
C -0.3938 -0.8714 0.6936 -1.0817 -1.3809 2.5891
C -2.2634 0.1916 -0.0942 -0.8383 -1.7525 -1.6815
C 0.4557 1.4741 -0.1619 0.5378 3.2267 -0.7586
H 1.1815 1.9748 -0.9899 -0.7743 -1.8627 2.1412
H -3.3498 0.6051 -0.1581 2.3937 -0.3599 0.6333
H -1.0833 0.5409 1.7314 -3.1063 -1.9929 -1.7002
H -0.0647 -1.7534 -1.4732 -0.8967 1.4633 1.0471
H 0.7308 1.8978 0.8847 -0.5888 -0.1554 -1.8501
H -0.4452 1.9626 -0.6349 0.1964 -0.7632 1.3543
H 2.0695 -1.7412 0.5897 -1.0458 3.5981 -2.2407
H 2.7450 0.1462 0.4200 -2.5749 -1.8396 -1.7531
H 2.0438 -0.8605 -1.3782 0.2303 0.9027 4.1897
H -0.0397 -1.4336 1.6116 0.1167 -0.1533 -1.8065
```
Forces are in eV/Å.

## Properties
Energy, Ha: -343.94290
E_HOMO, eV: -8.5
ΔE to the lowest compared entry with this formula, charge and spin, eV: 5.274
Gap between HOMO and LUMO, Eh: 0.340